The following is a DFT calculation (ωB97M-V/def2-TZVPD) of a molecular structure, C3H7N in a non-equilibrium geometry.

Structure (XYZ):
```
11
Properties=species:S:1:pos:R:3:forces:R:3
C -1.017620 0.607899 -0.972420 -0.6 -0.1 -0.1
C -0.199569 -0.609761 -0.663473 2.0 1.5 0.1
C 0.673874 -0.515338 0.501530 -1.2 -1.6 3.0
N 0.747180 0.405242 1.399418 0.3 -0.7 1.0
H -2.037089 0.555168 -0.582817 0.0 -0.1 -0.1
H -1.044150 0.833227 -2.037770 -0.1 -0.1 0.0
H -0.535470 1.430551 -0.455930 0.0 0.3 0.1
H -0.211064 -1.524632 -1.242394 -0.1 0.0 0.1
H 1.289672 -1.410151 0.706611 0.6 0.3 -1.1
H -0.087327 0.524580 1.962345 -0.4 1.1 -0.8
H 0.930275 -0.155913 -0.779201 -0.6 -0.4 -2.0
```
Forces are in eV/Å.

The calculation puts the HOMO energy at -8.014 eV. The value obtained for the lowest unoccupied orbital energy is 0.930 eV. As for the relative energy (zero: lowest compared OMol25 entry of this formula, charge and spin): 293.2 kJ/mol. The calculation puts the total energy at -173.1304 Eh. The total charge is 0.

These are the natural (NBO) partial charges, in e, on atoms 1 to 5: -0.6469 -0.3346 0.0841 -0.8577 0.2221